[1]
11
Properties=species:S:1:pos:R:3:lowdin_charge:R:1 method="wB97M-V/def2-TZVPD" molar_mass_da=83.1 de_lowest_kj_mol=311.44 e_lumo_ha=0.027 homo_lumo_gap_ev=9.02
C -1.3193 -0.9077 -0.3195 -0.048
C -0.2489 0.6918 1.0314 -0.072
C 0.8679 1.4179 0.8273 -0.145
O 1.7701 0.8057 -0.0662 0.021
C 1.1690 -0.2838 -0.4673 -0.117
N -0.0276 -0.3736 0.1133 -0.146
H -1.8002 -1.4060 0.5245 0.089
H -1.2584 -1.5253 -1.2115 0.084
H -1.9326 -0.0171 -0.5202 0.089
H 1.1234 2.4128 1.1437 0.090
H 1.7574 -0.9302 -1.1177 0.156

[2]
5
Properties=species:S:1:pos:R:3:lowdin_charge:R:1 method="wB97M-V/def2-TZVPD" molar_mass_da=89.0 multiplicity=5 charge=+1 e_lumo_ha="-0.293 / -0.271" homo_lumo_gap_ev="7.54 / 8.15"
H 0.6694 -0.5857 0.1690 0.025
O -0.1681 -1.0204 0.4166 -0.067
H -0.3958 -1.6679 -0.2558 0.053
F 0.7582 1.2491 -0.1988 -0.445
Cr -0.8637 2.0249 -0.1310 1.435

[3]
12
Properties=species:S:1:pos:R:3:lowdin_charge:R:1 method="wB97M-V/def2-TZVPD" molar_mass_da=82.1 de_lowest_kj_mol=253.09 e_lumo_ha=0.031 homo_lumo_gap_ev=8.73
C 0.8285 0.9072 0.3605 -0.105
C 0.2279 0.5837 -0.9803 -0.187
C -0.7623 -0.2971 -1.0584 -0.130
C -0.9345 -1.1424 0.0998 -0.093
C -0.1267 -1.0782 1.1604 -0.242
O 0.3405 -1.2778 2.2143 0.154
H 1.8997 0.7688 0.5353 0.103
H 0.2595 0.9396 1.2966 0.095
H 0.5401 1.9048 0.0500 0.086
H 0.6078 1.1865 -1.8031 0.104
H -1.3584 -0.4464 -1.9497 0.104
H -1.5220 -2.0486 0.0746 0.113

[4]
9
Properties=species:S:1:pos:R:3:lowdin_charge:R:1 method="wB97M-V/def2-TZVPD" molar_mass_da=112.2 de_lowest_kj_mol=67.05 e_lumo_ha=0.016 homo_lumo_gap_ev=9.43
O -0.2223 -0.9191 1.1005 -0.034
C -0.8115 -0.2268 0.1278 -0.789
O -1.2081 1.0388 0.5935 -0.062
S 0.2368 0.0115 -1.4899 0.399
S 2.0909 0.3596 -0.7707 0.243
H 0.0408 -0.2092 1.8220 0.183
H -1.4814 -0.8062 -0.5117 0.078
H -1.3940 1.6707 -0.1496 0.112
H 2.7488 -0.9192 -0.7219 -0.129

[5]
19
Properties=species:S:1:pos:R:3:lowdin_charge:R:1 method="wB97M-V/def2-TZVPD" molar_mass_da=102.2 de_lowest_kj_mol=366.87 charge=+1 e_lumo_ha=-0.123 homo_lumo_gap_ev=9.18
C 1.1558 -0.6176 -0.5163 -0.381
C 2.0933 -1.1481 0.5616 -0.026
C -1.7311 1.7049 0.2678 0.076
C -1.2473 -0.6043 -0.1022 -0.225
N -0.1325 -1.0922 -0.3672 0.078
N -2.4104 -1.1926 0.0137 0.134
N 1.2312 0.9453 -0.4763 0.223
H 1.5230 -0.9004 -1.5125 0.158
H 2.0432 -2.2346 0.5606 0.098
H 3.1225 -0.8539 0.3678 0.086
H 1.7877 -0.8014 1.5483 0.092
H -2.7847 1.6429 0.4489 0.004
H -1.4653 2.1791 -0.6591 -0.004
H -1.1423 1.9564 1.1297 -0.003
H -3.2343 -0.6643 0.2442 0.102
H -2.5037 -2.1890 -0.1334 0.129
H 0.9372 1.2671 0.4571 0.145
H 2.1867 1.2653 -0.6745 0.171
H 0.5708 1.3374 -1.1581 0.145

[6]
13
Properties=species:S:1:pos:R:3:lowdin_charge:R:1 method="wB97M-V/def2-TZVPD" molar_mass_da=81.1 de_lowest_kj_mol=322.05 e_lumo_ha=0.023 homo_lumo_gap_ev=8.64
C -0.0845 1.7241 -0.6757 -0.045
C -0.1820 0.3197 -0.1453 -0.278
C 0.9629 -0.4841 0.3109 -0.149
N 0.3965 -1.8300 0.3903 -0.088
C -0.9384 -1.8320 0.4980 -0.088
C -1.2728 -0.4595 0.0843 -0.106
H -0.9358 2.3256 -0.3462 0.079
H 0.8357 2.2367 -0.3734 0.076
H -0.1014 1.7175 -1.7745 0.086
H 1.9578 -0.3483 -0.1509 0.135
H 1.0036 -2.5301 0.7942 0.121
H 0.7896 -0.5803 1.4409 0.169
H -2.2989 -0.1104 0.0700 0.087